C7H19BrCl2HfN3O16 as an isolated structure at a distorted geometry, computed with wB97M-V/def2-TZVPD.

The total energy is -5187.92647 Eh. The charge is -1.

Geometry (Å):
Hf (-0.31465, -0.69158, 0.06839)
Cl (1.75360, -4.05931, 0.99976)
O (3.13608, -3.84325, 0.90514)
O (1.28475, -5.21565, 0.24553)
O (1.28170, -4.01160, 2.35181)
O (1.12175, -2.89761, 0.44435)
Cl (-1.30778, 2.43922, 2.41032)
O (-0.56855, 2.16844, 3.58551)
O (-0.71498, 3.55555, 1.68569)
O (-1.13825, 1.31392, 1.52408)
O (-2.71780, 2.53338, 2.65595)
C (-1.23997, -1.41556, -4.30542)
C (-0.20603, -1.88585, -3.30319)
O (-0.49806, -1.90305, -1.93601)
H (-1.17826, -0.33171, -4.40315)
H (-2.25966, -1.70927, -4.05628)
H (-0.97980, -1.76793, -5.30354)
H (0.66707, -1.24549, -3.42858)
H (0.27686, -2.79969, -3.64935)
C (3.75149, 1.95332, 0.39172)
C (3.21562, 0.56021, -0.05451)
O (1.79510, 0.40411, 0.05971)
H (3.60399, 2.28222, 1.42040)
H (3.19285, 2.71705, -0.14932)
H (4.79113, 2.10829, 0.10320)
H (3.60796, -0.21888, 0.59910)
H (3.56521, 0.32469, -1.05970)
Br (-2.17635, -2.13996, 1.62328)
C (-4.73981, 0.56107, -0.09913)
N (-3.67137, 0.37854, -1.14883)
O (-2.62218, -0.26350, -0.85116)
O (-3.88250, 0.79983, -2.31859)
H (-5.05108, 1.60559, -0.08555)
H (-4.40446, 0.19355, 0.87070)
H (-5.51720, -0.12645, -0.43240)
C (0.68302, 3.30922, -2.00218)
N (-0.15713, 2.10538, -2.39617)
O (-0.45144, 1.28769, -1.56702)
O (-0.54785, 1.96503, -3.59482)
H (0.41277, 3.70602, -1.02360)
H (0.35480, 4.03237, -2.74879)
H (1.71966, 2.98790, -2.10344)
C (0.53166, -1.50253, 4.80281)
N (1.30540, -0.95700, 3.63324)
O (2.45263, -0.71194, 3.86036)
O (0.79226, -0.71276, 2.56374)
H (1.10708, -1.70981, 5.70506)
H (0.12452, -2.45353, 4.45940)
H (-0.18378, -0.71868, 5.05147)

=====

C4H6FGaO4 as an isolated structure at a distorted geometry, computed with wB97M-V/def2-TZVPD.

The total energy is -2480.85398 Eh. The charge is +2.

Geometry (Å):
O (-1.53090, 1.85649, 1.35061)
C (-0.99900, 1.21567, 2.22507)
C (0.02292, 0.13701, 1.96433)
O (0.83316, 0.40325, 0.83193)
C (0.54611, -0.11977, -0.32873)
O (1.60714, -0.58107, -0.90015)
O (-0.57758, -0.17507, -0.82892)
C (1.45761, -1.29643, -2.13776)
H (-0.49291, -0.83249, 1.87926)
F (-2.46112, 1.86098, -1.90868)
H (-1.29293, 1.31696, 3.28869)
H (0.70842, 0.07643, 2.81828)
H (2.45656, -1.66352, -2.38056)
H (0.75769, -2.12792, -2.00298)
H (1.09570, -0.61139, -2.91226)
Ga (-2.13088, 0.54086, -0.95813)

=====

One molecule with the formula C27H24N2O3, computed with wB97M-V/def2-TZVPD.

The total energy is -1378.54280 Eh. As for the structure (SMILES): Cn1cc(C(c2ccccc2OCC(=O)O)c2cn(C)c3ccccc23)c2ccccc21.

Geometry (Å):
C (-5.12945, -1.59063, -1.86671)
N (-3.94567, -1.10567, -1.21997)
C (-3.91176, -0.33415, -0.09290)
C (-4.95505, 0.15551, 0.68464)
C (-4.62877, 0.91665, 1.78546)
C (-3.29611, 1.18589, 2.10953)
C (-2.25749, 0.70443, 1.34559)
C (-2.55461, -0.06800, 0.22200)
C (-1.76955, -0.72314, -0.77751)
C (-2.65654, -1.32886, -1.62008)
H (-2.45661, -1.91871, -2.49576)
C (-0.27683, -0.75627, -0.93074)
C (0.31123, 0.62561, -0.80943)
C (0.27790, 1.56061, -1.80296)
N (0.88017, 2.72107, -1.40345)
C (1.32303, 2.54878, -0.12258)
C (1.99461, 3.43643, 0.70968)
C (2.32679, 3.00202, 1.97332)
C (1.99812, 1.71388, 2.40150)
C (1.33555, 0.82895, 1.58292)
C (0.98400, 1.23588, 0.29375)
H (1.09599, -0.16211, 1.93479)
H (2.27652, 1.40799, 3.39953)
H (2.85091, 3.66581, 2.64600)
H (2.24830, 4.43259, 0.37638)
C (1.02137, 3.91441, -2.18426)
H (0.58051, 3.75650, -3.16724)
H (2.07685, 4.17302, -2.30840)
H (0.51400, 4.75494, -1.70210)
H (-0.14275, 1.47857, -2.78839)
C (0.40839, -1.72501, 0.00386)
C (-0.24273, -2.35899, 1.04621)
C (0.43390, -3.22945, 1.88666)
C (1.77750, -3.47086, 1.68277)
C (2.44806, -2.85453, 0.63747)
C (1.77177, -1.98528, -0.20402)
O (2.33419, -1.35245, -1.28533)
C (3.70498, -1.48433, -1.50772)
C (4.56255, -0.84911, -0.42190)
O (4.18078, -0.13588, 0.45760)
O (5.85215, -1.18492, -0.58940)
H (6.39990, -0.75726, 0.08871)
H (3.90495, -0.94683, -2.44101)
H (4.01424, -2.53059, -1.64216)
H (3.49971, -3.05690, 0.50107)
H (2.31749, -4.14121, 2.33512)
H (-0.08886, -3.70968, 2.70012)
H (-1.29041, -2.15986, 1.21189)
H (-0.06710, -1.10211, -1.95241)
H (-1.23410, 0.91843, 1.60798)
H (-3.08174, 1.78599, 2.98200)
H (-5.41519, 1.31279, 2.41160)
H (-5.98526, -0.05359, 0.43552)
H (-5.71160, -2.21848, -1.18645)
H (-5.75975, -0.75920, -2.19472)
H (-4.84848, -2.18266, -2.73608)

=====

C25H30ClMnN10O as an isolated structure at a distorted geometry, computed with wB97M-V/def2-TZVPD.

The total energy is -3204.34964 Eh. The charge is +1. As for the spin multiplicity: 2.

Geometry (Å):
Mn (-1.13339, 0.57453, -0.95485)
C (-0.28903, -4.53110, 0.89272)
N (-0.85668, -3.50719, 0.05498)
C (-1.07601, -2.22633, 0.35029)
N (-1.51715, -1.58779, -0.73170)
C (-1.53897, -2.56643, -1.67768)
N (-1.14478, -3.72326, -1.22302)
C (1.21530, -4.53508, 0.73449)
C (1.87248, -5.64467, 0.22257)
C (3.25239, -5.63597, 0.08692)
C (3.98086, -4.51766, 0.44068)
C (3.32185, -3.38524, 0.92159)
C (1.93871, -3.40159, 1.07098)
C (4.08339, -2.19968, 1.24407)
N (5.38004, -2.08606, 1.26070)
N (5.66825, -0.82326, 1.57161)
C (4.54072, -0.19198, 1.73492)
O (3.48469, -1.02164, 1.54978)
C (4.37821, 1.21777, 2.01077)
C (5.51292, 2.02517, 2.08202)
C (5.37442, 3.38500, 2.28326)
C (4.11453, 3.94434, 2.41704)
C (2.97961, 3.14251, 2.37058)
C (1.62390, 3.78624, 2.57233)
N (0.54845, 2.96472, 2.09234)
C (0.18277, 2.71849, 0.83339)
N (-0.81061, 1.83303, 0.82469)
C (-1.00921, 1.57508, 2.14424)
N (-0.19841, 2.24159, 2.91943)
C (3.11276, 1.77938, 2.16878)
H (-0.70759, -5.49108, 0.58692)
H (-0.56912, -4.32346, 1.92905)
H (-0.95127, -1.79778, 1.32608)
H (-1.85810, -2.41947, -2.69097)
H (1.30429, -6.51392, -0.07149)
H (3.75612, -6.50610, -0.30496)
H (5.05390, -4.49172, 0.34894)
H (1.43896, -2.52115, 1.44795)
H (6.48073, 1.56600, 1.96616)
H (6.25027, 4.01475, 2.33035)
H (4.00822, 5.00917, 2.56116)
H (1.58985, 4.75330, 2.06211)
H (1.45068, 3.94298, 3.64181)
H (0.61592, 3.19011, -0.02883)
H (-1.76590, 0.91772, 2.52492)
H (2.24900, 1.13357, 2.13093)
Cl (1.41399, -0.04572, -0.83494)
C (0.63819, 0.67294, -2.28191)
H (0.77924, -0.04611, -3.09326)
H (1.19979, 1.58156, -2.50492)
C (-5.30335, 0.88311, -3.67645)
C (-5.16310, 1.48478, -2.27330)
C (-6.23637, 0.91153, -1.34838)
C (-5.29145, 3.00611, -2.33544)
N (-3.86885, 1.12657, -1.65421)
N (-2.69639, 1.60288, -2.33078)
H (-6.29843, 1.08318, -4.05971)
H (-5.16177, -0.19630, -3.65071)
H (-4.59157, 1.31465, -4.37953)
H (-7.22465, 1.17611, -1.71262)
H (-6.11127, 1.30943, -0.34545)
H (-6.16673, -0.17292, -1.30382)
H (-6.30641, 3.26619, -2.61913)
H (-4.62418, 3.44095, -3.07717)
H (-5.08302, 3.44221, -1.36224)
H (-3.82347, 0.10575, -1.59641)
H (-2.71681, 2.62312, -2.25593)
H (-2.70134, 1.36415, -3.33178)